1.
141
Properties=species:S:1:pos:R:3:lowdin_charge:R:1 method="wB97M-V/def2-TZVPD" smiles="COC(=O)OC.COC(=O)OC.COC(=O)OC.CNC(C)=O.CNC(C)=O.CNC(C)=O.CNC(C)=O.CNC(C)=O.CNC(C)=O.CNC(C)=O.CNC(C)=O.CC(N)=O" total_charge=0 homo_ev=-9.02 relative_energy_kj_mol=42.4
C -3.570 -4.402 2.537 0.0274
O -4.371 -5.316 1.654 -0.0115
C -4.093 -6.595 1.456 -0.6638
O -3.067 -7.180 1.775 0.0906
O -5.072 -7.128 0.804 0.0182
C -4.962 -8.523 0.368 -0.0048
H -2.507 -4.640 2.486 0.0836
H -3.910 -4.689 3.532 0.0932
H -3.732 -3.367 2.235 0.0897
H -4.666 -9.176 1.189 0.0926
H -4.276 -8.620 -0.473 0.0968
H -5.930 -8.924 0.068 0.0879
C -7.461 -6.229 -4.908 -0.0792
O -7.228 -5.047 -4.260 0.0465
C -6.108 -4.453 -4.525 -0.5715
O -5.176 -4.865 -5.232 0.0845
O -6.083 -3.263 -3.870 -0.0149
C -5.056 -2.389 -4.225 -0.0622
H -6.913 -6.479 -5.817 0.1046
H -8.493 -6.128 -5.243 0.0951
H -7.608 -7.093 -4.260 0.0991
H -5.300 -1.396 -3.849 0.0988
H -5.127 -2.314 -5.311 0.0976
H -4.107 -2.817 -3.903 0.1016
C -0.261 0.106 -8.539 -0.1277
O -1.267 0.381 -7.665 -0.0514
C -1.303 1.644 -6.930 -0.4860
O -0.384 2.456 -6.921 0.1094
O -2.449 1.827 -6.337 0.0111
C -2.602 2.788 -5.319 -0.0362
H 0.671 0.098 -7.973 0.0906
H -0.123 0.958 -9.204 0.0940
H -0.344 -0.829 -9.093 0.0965
H -3.617 2.751 -4.922 0.0984
H -2.357 3.748 -5.773 0.0986
H -1.968 2.689 -4.438 0.1026
C -0.019 1.783 1.413 -0.0077
C -0.530 0.697 0.569 -0.5702
O -1.435 0.935 -0.259 -0.0006
N -0.029 -0.555 0.665 0.0219
C -0.357 -1.729 -0.214 -0.0562
H 0.400 2.526 0.736 0.0971
H 0.714 1.479 2.161 0.0765
H -0.895 2.069 1.995 0.0928
H 0.466 -0.851 1.495 0.1238
H -0.138 -2.740 0.131 0.0734
H 0.190 -1.686 -1.155 0.0761
H -1.426 -1.779 -0.422 0.0729
C 0.862 -9.333 -7.197 0.0057
C 1.392 -7.946 -6.885 -0.5787
O 2.505 -7.709 -6.338 -0.0192
N 0.540 -6.985 -6.967 0.0166
C 0.949 -5.629 -6.576 -0.0653
H -0.007 -9.272 -7.852 0.0761
H 0.544 -9.638 -6.200 0.0888
H 1.661 -10.040 -7.419 0.0868
H -0.335 -7.241 -7.402 0.1400
H 1.698 -4.983 -7.033 0.0872
H 0.968 -5.385 -5.514 0.0871
H 0.137 -5.090 -7.064 0.0752
C 1.118 8.525 1.158 -0.0202
C 0.761 9.474 2.221 -0.5767
O 0.084 10.404 1.877 0.0638
N 1.360 9.350 3.478 0.0051
C 1.105 10.222 4.642 -0.0789
H 0.746 8.846 0.185 0.0895
H 0.565 7.624 1.424 0.0836
H 2.189 8.320 1.145 0.0837
H 1.732 8.431 3.672 0.1207
H 0.028 10.294 4.797 0.0808
H 1.680 11.145 4.725 0.0790
H 1.375 9.697 5.558 0.0691
C -5.234 8.537 4.140 -0.0028
C -4.719 8.092 2.750 -0.5328
O -4.236 8.891 1.937 0.0253
N -4.876 6.762 2.481 -0.0189
C -4.396 6.065 1.265 -0.0545
H -5.917 7.811 4.582 0.0646
H -5.639 9.536 3.974 0.0819
H -4.361 8.575 4.791 0.0773
H -5.398 6.233 3.165 0.1157
H -4.976 6.549 0.480 0.0845
H -4.745 5.035 1.334 0.0763
H -3.312 6.053 1.157 0.0838
C 3.837 5.624 -3.025 0.0011
C 4.869 6.736 -3.360 -0.6015
O 5.687 7.057 -2.574 0.0771
N 4.632 7.411 -4.482 -0.0272
C 5.557 8.316 -5.142 -0.0542
H 3.573 5.581 -1.968 0.0750
H 4.429 4.713 -3.114 0.0734
H 2.995 5.509 -3.708 0.0671
H 3.767 7.355 -5.000 0.1301
H 4.838 8.862 -5.752 0.0807
H 6.064 7.704 -5.887 0.0857
H 6.057 8.878 -4.353 0.0926
C 4.513 -6.311 -2.174 -0.0125
C 5.719 -7.184 -1.863 -0.5974
O 6.306 -7.215 -0.801 0.0378
N 6.047 -7.890 -2.939 0.0294
C 7.312 -8.762 -2.973 -0.0346
H 4.277 -5.562 -1.418 0.0735
H 3.624 -6.943 -2.181 0.0820
H 4.628 -5.772 -3.114 0.0792
H 5.419 -7.917 -3.729 0.1312
H 8.202 -8.277 -3.372 0.0682
H 7.205 -9.751 -3.419 0.0746
H 7.790 -8.794 -1.994 0.0684
C 1.410 5.392 8.155 -0.0173
C 0.350 5.128 7.152 -0.5406
O 0.609 5.167 5.894 -0.0242
N -0.764 4.638 7.636 0.0021
C -2.034 4.561 6.981 -0.0707
H 1.669 4.585 8.841 0.0855
H 1.319 6.310 8.735 0.0875
H 2.309 5.424 7.539 0.0834
H -0.650 4.318 8.587 0.1441
H -2.667 3.763 7.369 0.0844
H -2.032 4.520 5.892 0.0859
H -2.611 5.467 7.168 0.0798
C 3.353 -5.105 4.018 -0.0084
C 3.310 -3.644 3.635 -0.5896
O 2.357 -2.954 3.934 0.0220
N 4.353 -3.155 2.962 0.0084
C 4.656 -1.719 2.833 -0.0499
H 3.353 -5.754 3.142 0.0818
H 2.482 -5.439 4.580 0.0815
H 4.230 -5.393 4.597 0.0810
H 4.957 -3.899 2.645 0.1371
H 5.653 -1.386 3.119 0.0815
H 3.920 -1.111 3.360 0.0766
H 4.435 -1.502 1.787 0.0787
O -0.084 -0.081 9.831 -0.0194
C 0.456 -0.714 8.889 -0.5439
N 0.601 -0.116 7.670 0.1414
C 1.027 -2.149 9.007 -0.0111
H 1.027 -0.701 6.965 0.0989
H 0.091 0.748 7.555 0.1064
H 2.095 -2.028 9.193 0.0798
H 0.866 -2.754 8.114 0.0703
H 0.633 -2.742 9.832 0.0777



2.
20
Properties=species:S:1:pos:R:3:lowdin_charge:R:1 method="wB97M-V/def2-TZVPD" total_charge=0 homo_ev="-7.11 / -7.84" relative_energy_kj_mol=546.5
C 0.086 0.682 -2.601 -0.0995
C -1.084 0.130 -2.048 -0.0790
C 1.328 0.429 -2.043 -0.0638
C -1.030 -0.755 -0.973 -0.0433
C 1.420 -0.426 -0.892 -0.0063
C 0.252 -0.980 -0.336 -0.2831
C 0.369 -1.863 0.668 -0.1380
N -1.631 1.030 1.385 -0.2397
N 0.607 0.935 2.852 -0.1588
O 0.468 -2.770 1.368 0.2509
O -1.488 -0.405 3.430 -0.4391
S -0.776 0.091 2.244 0.6385
H 0.041 1.349 -3.506 0.1233
H -2.046 0.189 -2.678 0.1428
H 2.217 0.974 -2.485 0.1272
H -1.881 -1.322 -0.604 0.1302
H 2.251 -0.427 -0.186 0.1222
H -1.416 0.996 0.398 -0.0502
H 1.145 1.442 2.263 -0.0314
H 1.169 0.699 3.742 0.0973



3.
67
Properties=species:S:1:pos:R:3:lowdin_charge:R:1 method="wB97M-V/def2-TZVPD" total_charge=-1 homo_ev="-5.74 / -5.73" spin_multiplicity=2 relative_energy_kj_mol=383.8
Ti -0.501 1.069 0.561 1.0419
C -3.412 -2.544 0.715 -0.0088
C -1.956 -2.853 0.542 -0.2409
N -1.619 -4.065 0.151 0.1222
C -0.324 -4.384 0.015 -0.0982
C 0.705 -3.535 0.343 -0.1518
C 2.130 -4.007 0.271 -0.2097
O 2.586 -4.597 1.493 -0.0572
C 0.374 -2.231 0.762 -0.0821
C 1.362 -1.362 1.356 -0.0437
N 1.160 -0.128 1.633 0.0009
C 2.105 0.558 2.430 -0.3231
C 3.418 0.754 2.021 -0.0182
C 4.287 1.496 2.803 -0.0601
C 3.854 2.054 3.996 -0.0778
C 2.548 1.863 4.417 -0.1355
C 1.683 1.112 3.638 -0.5623
I -0.259 0.756 4.265 1.4400
C -0.979 -1.842 0.778 -0.2713
O -1.356 -0.629 1.074 -0.2364
H -3.922 -3.425 1.101 0.0804
H -3.863 -2.283 -0.244 0.0690
H -3.554 -1.709 1.398 0.0641
H -0.108 -5.383 -0.349 0.1123
H 2.791 -3.187 -0.029 0.1127
H 2.219 -4.788 -0.484 0.1197
H 2.213 -4.103 2.228 0.0770
H 2.303 -1.816 1.676 0.1438
H 3.734 0.364 1.062 0.1179
H 5.297 1.668 2.456 0.1102
H 4.524 2.658 4.592 0.1045
H 2.200 2.307 5.339 0.0963
S 0.717 -1.231 -3.510 1.0059
C 2.087 -0.715 -2.634 -0.4375
C 1.728 -0.085 -1.484 -0.2514
C 0.316 -0.006 -1.248 -0.2153
C -0.357 -0.583 -2.298 -0.4977
C -1.805 -0.617 -2.537 -0.2957
C -2.332 -1.093 -3.743 -0.0451
C -3.696 -1.052 -3.952 -0.0748
C -4.512 -0.527 -2.963 -0.0709
C -3.904 -0.088 -1.797 -0.1420
N -2.598 -0.143 -1.573 0.1256
H 3.081 -0.884 -3.020 0.0585
H 2.464 0.355 -0.823 0.0784
H -1.674 -1.476 -4.512 0.0760
H -4.116 -1.413 -4.883 0.1019
H -5.584 -0.452 -3.084 0.0971
H -4.513 0.341 -1.006 0.1003
F -3.189 0.678 3.646 -0.6008
Te -3.539 1.615 1.956 1.9516
F -4.307 2.835 0.667 -0.5282
F -5.328 1.388 2.497 -0.4696
F -3.317 3.149 2.969 -0.4122
F -1.544 2.209 -0.334 -0.3581
O -0.981 1.778 2.194 -0.7786
F 1.831 3.774 1.838 0.1750
B 1.900 3.498 0.496 -1.2153
F 1.169 2.161 0.303 -0.0535
F 1.243 4.403 -0.301 0.1466
F 3.191 3.242 0.067 0.1107
Cl 2.949 2.961 -2.940 0.6888
C 1.663 3.700 -3.887 -1.5881
Cl 1.516 5.421 -3.493 0.6286
Cl 2.011 3.518 -5.629 0.5800
C 0.393 3.038 -3.605 -0.3719
N -0.605 2.516 -3.389 0.2457



4.
97
Properties=species:S:1:pos:R:3:lowdin_charge:R:1 method="wB97M-V/def2-TZVPD" smiles="COB(O)c1c(CCN)cc(C[C@@H](C)I)c2nsnc12.CN(C)C=O.CN(C)C=O.CN(C)C=O.CN(C)C=O.CN(C)C=O" total_charge=0 homo_ev=-8.00 relative_energy_kj_mol=1257.9
C 3.735 2.585 -0.282 -0.1132
O 3.888 1.238 0.300 -0.0696
B 2.579 0.570 0.490 -0.4324
O 2.469 -0.616 1.402 -0.0113
C 1.230 1.116 -0.333 0.0277
C 0.335 2.306 0.357 -0.0953
C 0.602 3.006 1.817 -0.1507
C -0.155 2.063 2.972 -0.2441
N -1.142 1.158 2.267 -0.0306
C -0.990 2.820 -0.522 0.0445
C -1.428 2.193 -1.975 -0.0783
C -2.794 2.793 -2.669 -0.2511
C -4.067 2.949 -1.633 -0.7377
C -5.028 4.263 -2.004 -0.1719
I -5.210 1.039 -1.687 0.6577
C -0.462 1.017 -2.606 -0.1726
N -0.653 0.323 -3.951 -0.2672
S 0.727 -0.775 -4.016 0.8281
N 1.677 -0.662 -2.543 -0.2650
C 0.887 0.438 -1.806 -0.1738
H 4.828 3.062 -0.291 0.1128
H 3.362 2.591 -1.399 0.1134
H 3.049 3.301 0.374 0.0935
H 3.142 -0.493 2.156 0.0613
H 0.121 4.087 1.778 0.1185
H 1.745 3.012 2.097 0.1071
H -0.690 2.779 3.760 0.1225
H 0.687 1.495 3.574 0.1142
H -0.810 0.172 2.187 0.0854
H -2.111 1.232 2.648 0.0676
H -1.647 3.686 -0.057 0.1013
H -3.180 2.127 -3.568 0.0929
H -2.521 3.899 -3.019 0.1260
H -3.766 3.091 -0.510 0.0673
H -5.882 4.347 -1.189 0.0856
H -5.460 4.199 -3.106 0.0789
H -4.309 5.206 -1.975 0.0911
C -2.985 3.908 -6.270 -0.3387
O -2.838 5.028 -5.796 -0.0112
N -4.153 3.418 -6.813 -0.2063
C -4.247 2.079 -7.356 -0.0622
C -5.325 4.268 -6.843 -0.0507
H -2.156 3.182 -6.298 0.1308
H -4.527 2.144 -8.411 0.0906
H -5.014 1.527 -6.805 0.0915
H -3.293 1.551 -7.269 0.0817
H -5.096 5.171 -7.417 0.0930
H -5.581 4.557 -5.819 0.0797
H -6.170 3.745 -7.300 0.0886
C 4.829 -1.808 1.842 -0.2871
O 4.715 -0.962 2.719 0.0150
N 5.820 -2.764 1.777 -0.1917
C 5.885 -3.733 0.703 -0.0559
C 6.829 -2.802 2.815 -0.0418
H 4.115 -1.869 1.004 0.1348
H 5.820 -4.738 1.130 0.0909
H 6.839 -3.617 0.180 0.0906
H 5.067 -3.591 -0.007 0.0906
H 6.340 -2.957 3.781 0.0871
H 7.354 -1.842 2.836 0.0949
H 7.544 -3.608 2.630 0.0914
C 6.913 -3.410 7.409 -0.3317
O 6.962 -4.564 7.003 -0.0010
N 5.759 -2.697 7.655 -0.2110
C 5.785 -1.332 8.137 -0.0668
C 4.478 -3.333 7.425 -0.0512
H 7.829 -2.833 7.617 0.1285
H 5.266 -1.286 9.098 0.0880
H 5.274 -0.692 7.412 0.0896
H 6.812 -0.979 8.266 0.0842
H 4.406 -4.226 8.053 0.0931
H 4.414 -3.634 6.375 0.0892
H 3.659 -2.649 7.662 0.0875
C -2.857 -2.574 -7.920 -0.3246
O -3.359 -1.460 -7.827 -0.0019
N -2.232 -3.256 -6.898 -0.2071
C -1.662 -4.573 -7.089 -0.0667
C -2.143 -2.638 -5.591 -0.0595
H -2.869 -3.133 -8.869 0.1284
H -2.152 -5.273 -6.407 0.0888
H -0.592 -4.531 -6.865 0.0886
H -1.800 -4.917 -8.117 0.0837
H -3.153 -2.431 -5.226 0.0972
H -1.600 -1.692 -5.682 0.0536
H -1.624 -3.294 -4.888 0.0857
C -4.357 -0.301 4.130 -0.3371
O -4.859 0.812 4.223 -0.0001
N -3.732 -0.983 5.152 -0.2106
C -3.162 -2.300 4.961 -0.0674
C -3.643 -0.365 6.458 -0.0517
H -4.369 -0.860 3.180 0.1307
H -3.652 -3.000 5.643 0.0884
H -2.092 -2.258 5.185 0.0880
H -3.300 -2.644 3.932 0.0852
H -4.653 -0.158 6.824 0.0937
H -3.100 0.581 6.368 0.0910
H -3.124 -1.021 7.162 0.0871



5.
44
Properties=species:S:1:pos:R:3:lowdin_charge:R:1 method="wB97M-V/def2-TZVPD" total_charge=+3 homo_ev="-20.96 / -20.94" spin_multiplicity=4
Nd -0.152 0.332 -0.149 2.0611
N 1.268 2.282 0.566 -0.0930
C 0.963 2.615 1.994 -0.2006
C 0.864 1.348 2.850 -0.1657
N -0.135 0.363 2.340 -0.1869
C -1.514 0.558 2.880 -0.1651
C -2.352 1.550 2.068 -0.1993
N -2.400 1.160 0.624 -0.0901
H 2.275 2.064 0.526 0.1164
H 1.181 3.164 0.046 0.1183
H 0.027 3.182 2.023 0.1135
H 1.750 3.246 2.425 0.1472
H 0.623 1.652 3.875 0.1460
H 1.845 0.855 2.869 0.1374
H 0.164 -0.535 2.734 0.1320
H -1.480 0.913 3.917 0.1461
H -2.015 -0.419 2.874 0.1384
H -1.941 2.561 2.145 0.1148
H -3.359 1.567 2.502 0.1471
H -2.829 1.951 0.130 0.1182
H -3.094 0.402 0.551 0.1167
C -1.915 -0.547 -2.852 -0.0144
O -1.366 -1.002 -1.600 -0.3985
C -0.941 -2.377 -1.692 -0.1275
C -0.352 -2.805 -0.338 -0.0920
O 0.541 -1.819 0.226 -0.3290
C 1.936 -1.940 -0.125 -0.1067
C 2.250 -1.399 -1.527 -0.1299
O 1.588 -0.127 -1.691 -0.3898
C 1.898 0.471 -2.968 -0.0103
H -2.790 -1.142 -3.131 0.1278
H -1.172 -0.618 -3.657 0.1165
H -2.225 0.496 -2.720 0.1066
H -0.223 -2.478 -2.518 0.1394
H -1.798 -3.024 -1.919 0.1658
H 0.154 -3.772 -0.437 0.1650
H -1.163 -2.914 0.397 0.1545
H 2.261 -2.984 -0.048 0.1654
H 2.472 -1.355 0.639 0.1471
H 1.905 -2.087 -2.309 0.1418
H 3.337 -1.282 -1.632 0.1657
H 2.935 0.817 -2.992 0.1230
H 1.223 1.322 -3.112 0.1072
H 1.755 -0.246 -3.785 0.1202



6.
58
Properties=species:S:1:pos:R:3:lowdin_charge:R:1 method="wB97M-V/def2-TZVPD" smiles="CCOc1ccc(NS(=O)(=O)c2ccc3[nH]cc(C(=O)NC[C@@H]4CCCO4)c(=O)c3c2)cc1" total_charge=0 homo_ev=-8.20 relative_energy_kj_mol=39.9
C -4.317 -5.101 0.433 -0.0639
C -2.981 -4.402 0.673 -0.2498
O -2.679 -3.446 -0.322 -0.0516
C -3.330 -2.250 -0.336 -0.2684
C -4.190 -1.781 0.650 -0.0206
C -4.763 -0.525 0.534 -0.0189
C -4.509 0.274 -0.571 -0.3171
C -3.659 -0.199 -1.568 -0.0299
C -3.074 -1.439 -1.446 0.0215
H -2.407 -1.812 -2.206 0.1251
H -3.477 0.416 -2.434 0.1066
N -5.088 1.543 -0.695 -0.0565
S -4.139 2.860 -1.129 0.6640
O -4.898 4.008 -0.732 -0.2889
O -3.726 2.730 -2.488 -0.2667
C -2.730 2.665 -0.041 -0.2567
C -1.618 1.977 -0.456 0.0275
C -0.575 1.729 0.441 -0.0386
C -0.684 2.208 1.757 -0.1674
C -1.824 2.919 2.158 0.0078
C -2.844 3.136 1.262 -0.0404
H -3.731 3.685 1.536 0.1172
H -1.890 3.290 3.170 0.1162
N 0.338 1.974 2.636 0.1027
C 1.445 1.303 2.260 0.0091
C 1.629 0.796 1.012 -0.0218
C 0.608 0.970 -0.010 -0.2972
O 0.681 0.540 -1.157 0.0538
C 2.940 0.109 0.772 -0.4444
O 3.774 0.030 1.663 0.0323
N 3.089 -0.425 -0.450 0.0970
C 4.367 -0.900 -0.904 -0.1105
H 4.950 -1.155 -0.016 0.1260
H 4.232 -1.788 -1.525 0.1298
C 5.105 0.191 -1.717 -0.3241
C 6.587 -0.162 -1.897 -0.1259
H 6.976 0.335 -2.786 0.1124
C 7.226 0.420 -0.629 -0.1415
H 7.426 -0.359 0.105 0.1063
C 6.162 1.403 -0.096 -0.1846
H 6.534 2.426 -0.008 0.1189
O 5.108 1.427 -1.044 -0.0969
H 5.776 1.080 0.878 0.1022
H 8.162 0.927 -0.851 0.1032
H 6.743 -1.234 -1.997 0.1111
H 4.577 0.355 -2.663 0.1507
H 2.367 -0.221 -1.137 0.1149
H 2.223 1.166 2.999 0.1436
H 0.259 2.332 3.578 0.1632
H -1.527 1.630 -1.472 0.1246
H -5.731 1.791 0.041 0.1157
H -5.428 -0.171 1.310 0.1132
H -4.421 -2.371 1.523 0.1052
H -2.952 -3.948 1.672 0.1144
H -2.166 -5.128 0.605 0.1232
H -4.311 -5.577 -0.544 0.0798
H -4.477 -5.859 1.195 0.0766
H -5.138 -4.389 0.461 0.0662